C15H30O5 | ωB97M-V/def2-TZVPD

Each line ends with the natural charge from an NBO analysis.
Cartesian coordinates (Å):
C: -0.61 2.90 3.72  -0.7228
C: -2.02 2.39 3.70  0.5971
C: -2.42 1.66 2.47  -0.7294
O: -2.78 2.57 4.62  -0.5467
H: 0.05 2.28 3.11  0.2296
H: -0.19 2.97 4.72  0.2341
H: -0.62 3.92 3.31  0.2310
H: -1.98 2.11 1.57  0.2194
H: -3.50 1.62 2.31  0.2276
H: -2.06 0.63 2.53  0.2570
C: -4.79 -3.74 -2.29  -0.7206
C: -4.41 -3.68 -0.83  0.5922
C: -3.19 -2.84 -0.50  -0.7226
O: -5.06 -4.23 0.02  -0.5300
H: -5.84 -4.01 -2.43  0.2414
H: -4.18 -4.51 -2.77  0.2357
H: -4.57 -2.80 -2.80  0.2150
H: -3.14 -2.70 0.58  0.2418
H: -3.26 -1.87 -0.99  0.2182
H: -2.30 -3.38 -0.82  0.2291
C: 0.14 -1.96 0.99  -0.7309
C: 0.76 -0.89 1.83  0.6103
C: 2.12 -0.41 1.37  -0.7278
O: 0.19 -0.40 2.77  -0.5582
H: 0.90 -2.56 0.51  0.2149
H: -0.47 -1.48 0.22  0.2449
H: -0.57 -2.55 1.58  0.2404
H: 2.76 -1.25 1.13  0.2238
H: 2.60 0.19 2.15  0.2291
H: 1.97 0.21 0.48  0.2546
C: 4.84 2.36 0.80  -0.7274
C: 5.07 2.36 -0.69  0.5948
C: 5.36 3.69 -1.33  -0.7218
O: 5.10 1.34 -1.34  -0.5427
H: 3.80 2.49 1.08  0.2415
H: 5.39 3.17 1.28  0.2206
H: 5.18 1.42 1.24  0.2374
H: 5.48 3.50 -2.40  0.2346
H: 6.30 4.11 -0.96  0.2332
H: 4.51 4.36 -1.20  0.2304
C: -1.51 -0.12 -3.38  -0.7218
C: -0.32 -0.27 -2.46  0.6032
C: 0.59 -1.47 -2.65  -0.7261
O: -0.14 0.48 -1.53  -0.5592
H: -1.86 0.91 -3.46  0.2432
H: -2.34 -0.66 -2.90  0.2356
H: -1.34 -0.58 -4.35  0.2231
H: 0.68 -1.92 -1.67  0.2361
H: 1.53 -1.11 -3.06  0.2523
H: 0.15 -2.24 -3.30  0.2146

Orbital gap, eV: 9.5
Electronic energy, eV: -26278.5374
Multiplicity: 1
SMILES: CC(C)=O.CC(C)=O.CC(C)=O.CC(C)=O.CC(C)=O
Highest occupied orbital energy, eV: -9.158
ΔE to the lowest compared entry with this formula, charge and spin, kcal per mole: 0.00

---

CH3O2 | ωB97M-V/def2-TZVPD

Each line ends with the natural charge from an NBO analysis.
Cartesian coordinates (Å):
O: -0.76 1.09 0.23  -0.9208
C: -0.30 -0.12 0.30  0.2457
O: 0.98 -0.31 -0.60  -0.8906
H: 0.20 -0.34 1.27  0.0592
H: -1.00 -0.85 -0.13  0.0577
H: 0.87 0.53 -1.07  0.4487

Orbital gap, eV: 7.6
Electronic energy, eV: -5180.1998
Multiplicity: 1
SMILES: [O-]CO
Total charge: -1
Highest occupied orbital energy, eV: -2.528
ΔE to the lowest compared entry with this formula, charge and spin, kcal per mole: 2.88

---

C3H2IrLi2O3 | ωB97M-V/def2-TZVPD

Each line ends with the natural charge from an NBO analysis.
Cartesian coordinates (Å):
C: -1.02 0.30 0.57  0.3381
C: 0.03 -0.08 -0.49  0.1899
O: -2.21 -0.02 0.46  -0.8535
H: -0.59 0.79 1.44  0.2097
H: -0.03 -1.00 -1.08  0.2353
Li: -3.57 0.79 -0.39  0.9917
Li: -2.51 -1.72 1.04  0.9897
O: 1.06 0.73 -0.59  -0.4715
C: 2.44 0.32 -0.93  0.6503
O: 3.21 -0.51 -0.91  -0.3975
Ir: 3.19 0.41 0.89  1.1178

Orbital gap (spin up / spin down), eV: 8.0 / 8.1
Electronic energy, eV: -12495.9823
Multiplicity: 5
<S²>: 6.021
Total charge: +3
Highest occupied orbital energy (spin up / spin down), eV: -20.979 / -22.367

---

C23H68O11 | ωB97M-V/def2-TZVPD

Each line ends with the Mulliken charge.
Cartesian coordinates (Å):
C: -4.85 -3.80 0.09  -1.2909
C: -3.47 -4.19 -0.39  0.6623
C: -3.52 -4.71 -1.79  -1.4561
O: -2.59 -3.02 -0.34  -0.3401
H: -5.58 -4.61 0.18  0.4166
H: -5.28 -3.03 -0.55  0.2180
H: -4.73 -3.38 1.09  0.2267
H: -3.04 -4.94 0.27  0.3135
H: -2.56 -4.84 -2.29  0.3775
H: -4.24 -4.16 -2.39  0.3258
H: -3.89 -5.73 -1.72  0.4231
H: -1.69 -3.18 -0.65  0.0194
C: -4.64 -0.08 -1.80  -1.3088
C: -3.70 1.15 -1.82  0.8707
C: -4.38 2.47 -1.57  -1.5122
O: -2.56 1.05 -1.03  -0.0694
H: -5.36 -0.13 -2.61  0.4814
H: -5.21 -0.02 -0.87  0.2549
H: -4.05 -0.99 -1.70  0.1460
H: -3.30 1.20 -2.84  0.1200
H: -4.62 2.89 -0.59  0.3266
H: -5.34 2.55 -2.08  0.4125
H: -3.79 3.22 -2.09  0.3648
H: -2.74 0.60 -0.21  0.1019
C: 3.73 -1.39 -4.16  -1.7864
C: 2.63 -1.75 -3.14  2.5674
C: 1.30 -2.20 -3.81  -1.4434
O: 3.13 -2.80 -2.38  -0.5799
H: 4.08 -2.21 -4.79  0.4255
H: 4.64 -0.94 -3.76  0.2911
H: 3.34 -0.73 -4.94  0.4480
H: 2.58 -0.88 -2.49  -1.1438
H: 0.91 -3.21 -3.65  0.3112
H: 1.37 -2.16 -4.89  0.3882
H: 0.61 -1.43 -3.46  0.2940
H: 4.08 -2.65 -2.34  0.2921
C: 0.94 1.96 5.60  -1.4184
C: -0.21 1.08 5.19  0.8004
C: 0.21 -0.42 4.72  -0.5317
O: -1.06 0.90 6.28  -0.5786
H: 1.65 2.06 4.78  0.1487
H: 1.38 1.59 6.53  0.4224
H: 0.77 3.01 5.83  0.4118
H: -0.73 1.61 4.39  0.0290
H: 0.38 -1.07 5.58  0.4865
H: 1.13 -0.49 4.13  -0.1465
H: -0.58 -0.88 4.13  0.0806
H: -1.24 1.72 6.74  0.3248
C: 5.26 1.46 -2.19  -1.5639
C: 4.09 1.58 -1.18  1.4966
C: 4.63 1.53 0.28  -1.0647
O: 3.47 2.80 -1.50  -0.4071
H: 5.76 0.51 -2.00  0.3672
H: 6.02 2.24 -2.17  0.4677
H: 4.89 1.36 -3.21  0.3517
H: 3.53 0.65 -1.29  -0.7169
H: 5.44 2.24 0.47  0.4173
H: 5.07 0.56 0.52  0.2958
H: 3.81 1.84 0.93  0.0124
H: 4.17 3.44 -1.41  0.3375
C: -0.22 2.84 -2.96  -1.4542
C: -0.17 3.70 -1.72  1.7700
C: 0.17 5.18 -1.99  -1.5981
O: -1.40 3.71 -0.98  -0.5765
H: 0.70 3.05 -3.51  0.4674
H: -1.17 3.02 -3.45  0.3354
H: -0.18 1.78 -2.70  0.2043
H: 0.60 3.23 -1.10  -0.5161
H: 0.09 5.67 -1.02  0.3936
H: -0.48 5.63 -2.74  0.3771
H: 1.21 5.43 -2.22  0.3339
H: -1.75 2.82 -1.01  0.2911
C: -3.87 -0.43 2.11  -0.8991
O: -2.81 -0.59 1.13  -0.4096
H: -4.13 -1.42 2.50  0.3329
H: -3.64 0.13 3.02  0.2884
H: -4.79 -0.11 1.62  0.2985
H: -2.88 -1.36 0.57  0.2312
C: 0.58 -0.20 0.38  -0.2249
O: 0.13 -0.63 1.64  0.2897
H: 0.45 0.88 0.30  -0.3870
H: 1.61 -0.48 0.15  0.1928
H: -0.20 -0.69 -0.20  0.2234
H: -0.82 -0.65 1.57  0.0614
C: 1.50 3.21 2.16  -0.4183
O: 1.07 4.21 3.11  -0.5679
H: 0.70 2.64 1.68  0.1334
H: 1.96 3.76 1.34  0.3647
H: 2.17 2.53 2.68  0.1359
H: 0.23 4.54 2.81  0.3327
C: 0.12 -4.64 0.43  -0.8567
O: 0.35 -3.36 -0.18  -0.2052
H: 1.08 -5.03 0.75  0.3511
H: -0.59 -4.46 1.25  0.2239
H: -0.32 -5.39 -0.22  0.3127
H: 1.14 -2.96 0.18  0.1291
C: 3.20 -1.37 2.56  -0.5348
O: 2.35 -2.35 2.15  -0.5580
H: 3.29 -1.12 3.62  0.3307
H: 4.21 -1.59 2.22  0.3376
H: 2.95 -0.42 2.08  0.0166
H: 1.47 -2.01 2.34  0.2763

Orbital gap, eV: 10.1
Electronic energy, eV: -47472.3485
Multiplicity: 1
SMILES: CC(C)O.CC(C)O.CC(C)O.CC(C)O.CC(C)O.CC(C)O.CO.CO.CO.CO.CO
Highest occupied orbital energy, eV: -9.434
ΔE to the lowest compared entry with this formula, charge and spin, kcal per mole: 48.90

---

C6H39NO14 | ωB97M-V/def2-TZVPD

Each line ends with the natural charge from an NBO analysis.
Cartesian coordinates (Å):
C: -1.84 0.30 0.24  -0.6710
N: 0.49 1.65 -0.59  -0.8535
C: 0.32 0.34 -1.00  -0.0155
C: -0.78 -0.34 -0.61  -0.1045
C: -0.91 -1.74 -1.08  -0.2214
C: -2.01 -2.48 -0.90  -0.1911
C: -2.03 -3.96 -1.15  -0.6508
H: -1.99 1.36 0.01  0.1932
H: -1.60 0.31 1.32  0.2219
H: -2.75 -0.25 0.12  0.2475
H: 0.29 1.92 0.36  0.3973
H: 1.25 2.22 -0.91  0.3799
H: 1.09 -0.20 -1.55  0.1925
H: 0.01 -2.07 -1.55  0.2039
H: -2.89 -2.11 -0.41  0.1977
H: -1.04 -4.41 -1.07  0.2146
H: -2.46 -4.29 -2.10  0.2220
H: -2.59 -4.51 -0.39  0.2127
H: 3.04 0.37 1.99  0.4933
H: 4.35 0.84 2.32  0.4707
O: 3.94 0.27 1.66  -0.9711
H: -4.13 1.47 -0.65  0.4624
H: -4.96 1.24 0.66  0.4929
O: -4.81 0.92 -0.25  -0.9591
H: -1.49 1.02 -4.31  0.4684
H: -0.34 1.72 -3.63  0.4640
O: -0.66 1.48 -4.51  -0.9313
H: 0.42 -2.15 -3.70  0.4614
H: 1.57 -1.23 -3.73  0.4612
O: 1.19 -1.95 -4.24  -0.9180
H: -4.63 0.19 2.95  0.4793
H: -3.38 0.99 2.74  0.4729
O: -4.30 0.95 2.45  -0.9423
H: 2.69 -4.08 -0.23  0.4865
H: 1.14 -4.31 -0.23  0.4818
O: 1.93 -4.30 -0.77  -0.9701
H: 3.73 3.83 -0.88  0.4730
H: 2.32 4.18 -1.12  0.4637
O: 3.03 4.35 -0.48  -0.9334
H: -0.31 4.26 2.35  0.5051
H: -0.93 3.37 3.58  0.4908
O: -0.48 3.41 2.75  -0.9870
H: 4.66 -0.10 -1.24  0.4759
H: 3.41 0.69 -1.43  0.4603
O: 4.19 0.41 -1.91  -0.9348
H: 2.94 -2.05 1.83  0.4738
H: 4.17 -2.36 1.04  0.4692
O: 3.53 -2.78 1.62  -0.9402
H: -0.40 -0.56 4.00  0.4956
H: -1.22 0.69 4.11  0.4751
O: -0.89 0.07 3.44  -0.9392
H: 0.80 -2.03 0.69  0.4793
H: -0.32 -2.50 1.60  0.4711
O: 0.57 -2.74 1.30  -0.9484
H: -1.20 2.85 -1.26  0.4799
H: -1.45 3.58 -2.63  0.4763
O: -1.05 3.66 -1.76  -0.9644
H: 1.09 2.28 2.18  0.4915
H: 0.43 0.97 2.67  0.4927
O: 1.25 1.34 2.29  -1.0039

Orbital gap, eV: 7.0
Electronic energy, eV: -37008.7202
Multiplicity: 1
Highest occupied orbital energy, eV: -7.947
ΔE to the lowest compared entry with this formula, charge and spin, kcal per mole: 112.43